124
Properties=species:S:1:pos:R:3:forces:R:3:lowdin_charge:R:1 method="wB97M-V/def2-TZVPD" charge=0 orbital_gap_ha=0.3452 homo_ha=-0.343 e_above_lowest_kcal_mol=114.8 smiles="CC(=O)OCC[C@]1(CB(O)O)OC(=O)[C@@](CC=O)([C@@H](Br)[C@@H](C)Br)[C@]1(CCCI)CCOCC(F)(F)C(F)(F)C(F)(F)C(F)F.COC(=O)OC.COC(=O)OC.COC(=O)OC.COC(=O)OC"
C 6.88225 3.38254 1.56316 -0.644 -1.843 -0.476 0.014
C 5.31224 3.23226 1.22925 0.315 0.797 2.103 -0.425
O 4.50496 3.67730 2.06532 1.426 -1.326 -3.016 0.049
O 5.00494 2.56095 0.03767 -0.073 1.548 1.296 -0.037
C 3.67568 2.85719 -0.44607 -1.781 0.941 0.533 -0.129
C 2.51739 1.98254 0.28701 1.007 1.681 0.124 -0.053
C 2.18684 0.58373 -0.38809 0.967 -0.699 1.620 -0.267
C 2.08521 -0.40107 0.86983 -0.637 -0.779 0.980 -0.013
B 3.53778 -1.01313 1.34633 1.759 -0.132 0.269 -0.474
O 3.79276 -2.43062 1.40653 -0.536 1.958 -0.875 0.087
O 4.63608 -0.15348 1.78065 -2.020 -1.001 0.103 0.074
O 3.50237 0.19366 -0.94094 1.041 0.089 -1.974 -0.032
C 3.64330 0.19163 -2.34924 -0.985 -0.373 1.163 -0.354
O 4.68702 0.16086 -2.99861 -3.243 0.055 2.438 0.110
C 2.08647 0.14541 -2.83519 2.312 1.802 -1.620 -0.212
C 2.14373 1.45572 -3.81335 0.115 -0.280 -1.241 -0.113
C 0.93190 1.54062 -4.84318 -1.063 2.721 0.915 -0.216
O 0.30341 2.61565 -4.96389 1.738 -3.273 0.022 0.001
C 1.97675 -1.22194 -3.63889 -2.184 0.281 -0.945 -0.570
Br 2.90724 -1.17601 -5.45063 -0.401 0.154 0.858 0.743
C 2.38264 -2.61090 -3.04423 0.925 -1.386 0.262 -0.680
C 2.88826 -2.83401 -1.57895 1.044 -0.665 0.860 -0.154
Br 0.79112 -3.85372 -3.26698 0.638 0.515 0.062 0.680
C 1.08632 0.45291 -1.58803 -0.563 0.437 0.497 -0.183
C -0.06136 -0.64743 -1.39383 0.775 -1.635 0.410 -0.137
C -1.23373 -0.70076 -2.46681 -0.641 -1.562 -0.273 -0.276
C -2.71785 -0.76863 -1.79299 0.926 0.776 -1.074 -0.585
I -3.84990 -2.34835 -2.85362 0.305 0.710 0.679 0.718
C 0.22269 1.81997 -1.64745 0.076 1.260 -0.422 -0.086
C -0.75689 2.06147 -0.40899 0.962 1.427 0.518 -0.174
O -2.16951 2.18762 -0.79900 0.379 -1.508 1.510 -0.152
C -2.88804 1.79760 0.39472 0.377 0.038 0.418 -0.115
C -4.46323 1.98965 0.29811 -0.194 -1.324 0.301 -0.261
F -5.01981 1.61796 -0.94990 1.193 1.125 2.442 0.080
F -5.02648 1.06898 1.24620 1.029 1.826 -1.598 0.045
C -4.94753 3.43910 0.77663 -1.606 -1.409 0.940 -0.191
F -6.36936 3.36336 0.92093 3.138 0.442 -0.716 0.069
F -4.45203 3.61540 2.10500 -0.585 0.076 -2.851 0.062
C -4.52180 4.64493 -0.17945 -0.737 1.303 -1.310 -0.235
F -5.70022 5.43501 -0.36870 2.435 -1.340 0.493 0.069
F -4.10722 4.26023 -1.46194 -0.933 0.107 2.676 0.109
C -3.40765 5.62032 0.41761 0.915 0.857 -1.189 -0.158
F -2.97409 6.43851 -0.67262 -0.920 -1.591 2.218 0.032
F -2.25740 4.94500 0.87584 -2.248 0.948 -0.724 0.042
H 7.35662 2.37329 1.27304 -0.510 1.630 0.242 0.094
H 7.00092 3.46522 2.69326 -0.308 0.225 -1.651 0.080
H 7.38047 4.21639 0.97871 -0.777 -0.999 0.763 0.087
H 3.63382 2.80048 -1.57791 0.480 -0.266 1.419 0.121
H 3.45839 3.95806 -0.18209 0.264 -1.657 -0.389 0.141
H 2.93898 1.84963 1.35081 -0.697 -0.131 -1.783 0.125
H 1.66000 2.71492 0.42473 0.697 -1.246 -0.312 0.115
H 1.69626 0.15891 1.80132 0.331 -0.659 -1.517 0.133
H 1.40822 -1.30351 0.74787 0.610 1.175 -0.151 0.100
H 4.66267 -2.64994 1.01894 -0.399 0.279 0.744 0.110
H 4.76082 -0.23650 2.74885 0.157 -0.071 -0.820 0.110
H 2.29416 2.42384 -3.20984 -0.858 -1.529 -0.902 0.122
H 3.09381 1.44742 -4.46879 -1.401 -0.499 1.019 0.113
H 0.61015 0.60676 -5.43868 0.632 1.162 0.767 0.116
H 0.87997 -1.28988 -3.98650 1.798 -0.001 0.611 0.058
H 3.16314 -3.13287 -3.70931 -1.350 1.106 0.955 0.073
H 3.15253 -3.95244 -1.47897 -0.544 1.687 -0.279 0.102
H 2.18426 -2.61747 -0.72101 0.616 -0.118 -1.333 0.062
H 3.87724 -2.29957 -1.32409 -1.554 -0.538 -0.791 0.098
H 0.45773 -1.67560 -1.42433 -0.876 1.450 0.047 0.080
H -0.54572 -0.64858 -0.34856 0.971 0.452 -1.505 0.117
H -1.15552 -1.71679 -3.00797 0.223 1.654 0.807 0.006
H -1.20193 0.06611 -3.30345 -0.074 -0.653 1.280 0.112
H -3.26165 0.19230 -2.04905 0.527 -1.345 0.778 0.034
H -2.68722 -1.02051 -0.68867 -0.171 0.269 -1.502 0.049
H 0.88726 2.76032 -1.69321 -0.884 -1.604 0.026 0.124
H -0.43368 1.90982 -2.57727 0.988 -0.384 1.229 0.117
H -0.51127 3.09600 0.04462 -0.190 -1.508 -0.638 0.131
H -0.61105 1.33587 0.46683 -0.275 0.653 -1.465 0.128
H -2.68448 0.70378 0.67646 -0.518 1.400 -0.584 0.138
H -2.43760 2.41854 1.25634 -1.246 -0.788 -0.997 0.147
H -3.86007 6.29712 1.20568 0.808 -0.940 -0.777 0.185
C 1.43129 -9.09453 -4.17080 -0.231 -0.108 0.364 -0.045
O 2.05467 -8.95474 -5.44614 0.220 0.263 -0.149 0.000
C 2.76341 -7.82438 -5.59027 -0.027 -0.104 -0.119 -0.603
O 2.90127 -6.96405 -4.75745 -0.012 -0.238 -0.218 0.108
O 3.29167 -7.81931 -6.82404 -0.187 -0.109 0.303 0.000
C 4.07727 -6.66572 -7.11837 0.244 0.328 -0.161 -0.045
H 0.88861 -10.04003 -4.16800 0.149 0.066 -0.261 0.093
H 2.18025 -9.12321 -3.37672 -0.081 0.168 -0.073 0.098
H 0.71792 -8.28566 -3.99973 0.198 0.011 0.045 0.098
H 4.93127 -6.59786 -6.44120 -0.179 0.073 0.036 0.098
H 3.46857 -5.76069 -7.06394 0.093 -0.081 0.155 0.098
H 4.45156 -6.76951 -8.13694 -0.174 -0.230 0.100 0.094
C 7.95716 3.46438 7.10588 -0.229 0.387 0.106 -0.044
O 8.76862 2.29359 7.02475 0.036 -0.282 -0.304 0.002
C 8.62733 1.60500 5.88231 0.142 -0.030 0.193 -0.602
O 7.89799 1.89415 4.96642 0.181 -0.084 0.210 0.113
O 9.43940 0.53816 5.93676 -0.202 0.321 0.075 0.002
C 9.39258 -0.29206 4.77776 0.052 -0.294 -0.319 -0.045
H 8.15332 3.93863 8.06763 0.159 -0.259 -0.058 0.094
H 8.21694 4.16914 6.31337 -0.132 -0.148 -0.016 0.098
H 6.89798 3.20334 7.05854 0.119 0.036 -0.160 0.099
H 9.70929 0.26340 3.89256 -0.187 -0.009 0.070 0.098
H 8.39037 -0.70247 4.63780 0.062 0.172 -0.070 0.096
H 10.08577 -1.11888 4.93295 -0.020 0.201 0.229 0.094
C -7.08439 3.84819 3.73181 0.123 0.330 -0.138 -0.047
O -7.87889 2.88484 4.42239 0.026 -0.196 0.383 0.009
C -7.32685 2.42939 5.55691 -0.161 -0.023 -0.118 -0.601
O -6.25948 2.76202 6.00902 -0.303 -0.106 -0.121 0.122
O -8.17048 1.53826 6.10109 0.157 0.246 -0.219 0.000
C -7.70839 0.96693 7.32339 0.068 -0.213 0.368 -0.048
H -7.62556 4.14514 2.83407 -0.152 -0.222 0.209 0.091
H -6.92971 4.73492 4.35100 0.095 -0.158 0.040 0.104
H -6.13158 3.41598 3.43271 -0.176 0.072 0.298 0.070
H -7.57770 1.73885 8.08462 0.140 -0.056 -0.132 0.098
H -6.77700 0.41937 7.16509 -0.012 0.194 0.043 0.098
H -8.46709 0.26503 7.66994 -0.065 0.143 -0.263 0.093
C -7.59064 -1.00719 0.20850 0.054 0.423 0.167 -0.038
O -7.41938 -2.30234 -0.36478 -0.279 -0.336 -0.091 -0.013
C -8.55916 -2.99392 -0.51290 0.189 0.031 -0.023 -0.603
O -9.66275 -2.61492 -0.20978 0.311 -0.142 -0.098 0.123
O -8.25595 -4.18304 -1.05822 0.029 0.304 0.129 -0.003
C -9.38224 -5.03048 -1.27451 -0.278 -0.293 -0.092 -0.049
H -6.60771 -0.54312 0.27971 -0.020 -0.286 -0.131 0.070
H -8.22187 -0.38404 -0.42844 -0.068 -0.122 0.140 0.103
H -8.01109 -1.08287 1.21357 -0.114 0.011 -0.166 0.102
H -10.08511 -4.56751 -1.97024 -0.003 0.025 0.200 0.098
H -9.87435 -5.26652 -0.32871 -0.045 0.159 -0.114 0.098
H -9.01974 -5.95884 -1.71639 0.216 0.206 0.059 0.092


36
Properties=species:S:1:pos:R:3:forces:R:3:lowdin_charge:R:1 method="wB97M-V/def2-TZVPD" charge=-1 orbital_gap_ha="0.2473 / 0.1375" s_squared=0.756 homo_ha="-0.192 / -0.185" multiplicity=2
N -20.05219 -14.37132 -2.89962 0.752 0.904 -0.376 0.305
H -20.50297 -15.14645 -3.36447 -0.321 -0.016 -0.409 0.094
H -19.14193 -14.16940 -3.28789 0.503 -0.259 -0.561 0.083
H -19.81803 -14.61960 -1.94904 0.039 -0.726 2.256 0.047
H -20.51502 -13.47367 -2.88935 -0.692 -0.111 -0.174 0.008
O -21.98878 -16.02433 -5.11188 0.109 0.621 0.272 0.147
C -21.31650 -16.96794 -4.83465 0.018 -0.556 -0.032 -0.360
O -20.13753 -16.94687 -4.16717 -0.953 0.113 -1.138 0.187
B -19.62033 -18.32120 -4.17237 0.734 -0.757 0.265 -0.910
O -20.58968 -19.13408 -4.94813 0.519 -0.451 -0.117 0.248
C -21.66185 -18.44877 -5.17721 -3.159 -0.190 -0.493 -0.371
O -22.78577 -18.85054 -5.51876 3.120 1.065 0.630 0.104
O -18.23506 -18.45438 -4.69917 0.690 0.025 -0.357 0.217
C -17.43631 -18.99637 -3.78171 3.905 -1.073 -0.036 -0.350
O -16.20692 -19.30807 -3.79966 -4.843 1.570 -0.898 0.086
C -18.26637 -19.19878 -2.55241 0.777 -0.946 5.537 -0.269
O -19.56241 -18.81698 -2.82418 2.266 -1.031 1.485 0.228
O -17.74807 -19.56332 -1.43650 -3.187 1.534 -5.169 0.092
O -16.22084 -15.68054 -4.42188 -0.574 0.005 1.566 0.196
C -16.61239 -15.33474 -3.18393 0.991 -0.319 -1.082 -0.778
O -17.08941 -14.22216 -2.99694 -1.130 1.410 0.167 0.123
O -16.38184 -16.01163 -2.20713 0.421 -2.492 2.757 0.367
H -16.49121 -14.76789 -4.54669 0.268 1.341 -3.490 0.099
O -20.25131 -15.62220 1.65757 -2.552 -0.343 2.027 0.140
C -19.34905 -15.41362 0.78297 5.884 0.861 -3.994 -0.904
O -18.13907 -15.65436 1.11203 -0.865 -0.352 1.261 -0.059
O -19.55713 -14.95124 -0.33539 -2.374 1.029 -2.509 -0.041
H -19.51016 -15.81078 2.23786 -0.176 -0.931 2.611 0.093
Br -18.87568 -11.19430 -5.04879 -1.129 0.974 -0.633 0.534
C -20.48265 -9.95345 -5.29537 0.549 -0.328 0.588 -0.610
C -21.78976 -10.68997 -5.48964 0.164 -0.461 0.584 -0.629
Br -22.14819 -11.94668 -3.99248 -0.288 0.679 -0.622 0.655
H -20.37500 -9.21743 -6.09210 0.587 -0.482 -0.361 0.065
H -20.40767 -9.36871 -4.37855 -0.429 -0.315 0.066 0.045
H -21.85154 -11.28455 -6.40110 0.304 0.005 0.173 0.061
H -22.61902 -9.98277 -5.50690 0.069 0.004 0.203 0.060


Question: Which value of charge does entry 1 give?
Answer: 0